Entry from the Open Molecules 2025 dataset: a cluster of 10 separate species, C45H117N7O17 in total (ωB97M-V/def2-TZVPD).

Total charge: 0
HOMO energy: -0.3023 Eh
LUMO: 0.594 eV
ΔE to the lowest compared entry with this formula, charge and spin: 363.3 kJ/mol
SMILES string: COCCNCCOC.COCCNCCOC.COCCNCCOC.COCCNCCOC.COCCNCCOC.COCCNCCOC.COCCNCCOC.CO.CO.CO
Energy: -3446.63617 Ha
Gap between HOMO and LUMO: 8.821 eV

The geometry in XYZ format:
```
186
C45H117N7O17 | the Open Molecules 2025 dataset | ωB97M-V/def2-TZVPD
C 2.7092 7.5122 -2.8800
O 2.5266 6.1467 -3.0454
C 3.6142 5.5175 -3.7289
C 3.4811 3.9633 -3.8394
N 3.8203 3.2104 -2.6752
C 3.0544 3.3855 -1.4770
C 3.3921 2.2558 -0.4433
O 3.0879 1.0189 -1.0678
C 3.3093 -0.1114 -0.2014
H 3.5960 7.6466 -2.2607
H 1.8526 7.8672 -2.3069
H 2.7807 7.9373 -3.8812
H 4.6196 5.7489 -3.3770
H 3.6362 5.8894 -4.7533
H 4.2443 3.6710 -4.5606
H 2.4964 3.7039 -4.2284
H 3.8778 2.2164 -2.8444
H 1.9866 3.3051 -1.6807
H 3.3007 4.3504 -1.0339
H 2.7763 2.3178 0.4540
H 4.4156 2.2926 -0.0702
H 2.6759 -0.0509 0.6837
H 4.3417 -0.1800 0.1414
H 3.0820 -1.0578 -0.6922
C 1.4390 -4.6522 -4.3206
O 2.2489 -4.4589 -3.1392
C 1.8755 -3.4168 -2.2831
C 0.7033 -3.7063 -1.3082
N 1.1476 -4.7510 -0.3606
C 0.0717 -5.5007 0.2961
C 0.6046 -6.6022 1.2508
O 1.3597 -7.6322 0.5495
C 1.6148 -8.8565 1.2245
H 1.5980 -5.6341 -4.7665
H 1.7020 -3.8988 -5.0631
H 0.3742 -4.5330 -4.1206
H 1.6284 -2.5257 -2.8601
H 2.8204 -3.1625 -1.8029
H -0.0915 -4.1001 -1.9417
H 0.4857 -2.7863 -0.7656
H 1.5892 -5.4267 -0.9676
H -0.5034 -6.0673 -0.4362
H -0.5883 -4.9446 0.9619
H -0.2018 -7.1129 1.7770
H 1.2975 -6.1670 1.9709
H 0.7343 -9.4205 1.5323
H 2.1839 -8.7540 2.1485
H 2.1519 -9.5057 0.5330
C 0.3379 1.3639 -2.6919
O -0.5136 0.5792 -3.6204
C -0.9169 1.3013 -4.7853
C 0.2479 1.6692 -5.7324
N 0.9685 0.3990 -5.8385
C 2.1949 0.5534 -6.6337
C 3.3345 1.1681 -5.7572
O 3.4156 0.5520 -4.4758
C 3.9332 -0.7412 -4.4633
H 0.5784 0.7738 -1.8075
H -0.1816 2.2676 -2.3730
H 1.2568 1.5342 -3.2528
H -1.4465 2.1979 -4.4634
H -1.6231 0.7028 -5.3607
H 0.8095 2.5372 -5.3869
H -0.1594 1.9378 -6.7071
H 1.1365 0.0627 -4.9011
H 2.0584 1.1883 -7.5092
H 2.5071 -0.4465 -6.9350
H 3.1223 2.2297 -5.6302
H 4.2843 1.1077 -6.2887
H 3.4138 -1.3574 -5.1972
H 3.7097 -1.0596 -3.4450
H 4.9696 -0.7770 -4.7989
C -3.2500 -4.4806 -11.2585
O -3.4514 -4.7595 -9.8076
C -3.0635 -3.6278 -9.0374
C -3.3350 -3.9871 -7.5503
N -2.7765 -2.9843 -6.6083
C -2.8705 -3.3478 -5.1787
C -2.3897 -2.1489 -4.3468
O -2.6350 -2.5181 -2.9899
C -2.3109 -1.4718 -2.1167
H -3.7522 -3.5567 -11.5456
H -3.7164 -5.3367 -11.7461
H -2.1880 -4.3948 -11.4886
H -3.6576 -2.7561 -9.3115
H -2.0311 -3.3428 -9.2403
H -3.0837 -5.0273 -7.3431
H -4.4219 -3.9701 -7.4707
H -1.8456 -2.6883 -6.8648
H -2.3959 -4.2656 -4.8319
H -3.9179 -3.4604 -4.8988
H -2.9606 -1.2409 -4.5413
H -1.3276 -1.9398 -4.4742
H -1.2447 -1.3336 -1.9369
H -2.7192 -1.7265 -1.1386
H -2.7681 -0.5337 -2.4314
C -1.6518 -3.0674 4.1037
O -1.0985 -3.8740 5.1008
C -0.0109 -4.6532 4.7195
C 0.1852 -5.9153 5.6370
N 0.2763 -5.4590 7.0402
C 0.1598 -6.5949 7.9072
C 0.5118 -6.1186 9.3160
O -0.1688 -4.9232 9.6738
C 0.2208 -4.3766 10.8990
H -2.1916 -3.7156 3.4133
H -0.9290 -2.5497 3.4730
H -2.3010 -2.3405 4.5917
H 0.9013 -4.0580 4.7607
H -0.0401 -4.9823 3.6808
H 0.9524 -6.6061 5.2874
H -0.7012 -6.5005 5.3922
H -0.5064 -4.8361 7.1795
H 0.8801 -7.3844 7.6924
H -0.8325 -7.0457 7.9195
H 1.5474 -5.7937 9.4165
H 0.3535 -6.8878 10.0720
H -0.4570 -3.5708 11.1806
H 1.2416 -4.0436 10.7113
H 0.1873 -5.1739 11.6415
C 1.7588 1.0707 3.9390
O 0.5428 1.6714 4.3862
C 0.2567 1.4597 5.7188
C -1.1539 2.1202 5.9011
N -1.7857 1.5620 7.0923
C -3.1594 2.0872 7.2203
C -4.2050 1.4840 6.2161
O -4.2437 2.3081 5.0317
C -4.8733 1.6035 3.9837
H 2.0760 1.5060 2.9914
H 1.5177 0.0214 3.7684
H 2.6109 1.1818 4.6096
H 0.8930 2.0055 6.4154
H 0.2335 0.4200 6.0452
H -1.7024 1.8284 5.0055
H -1.1166 3.2068 5.9786
H -1.2980 2.0593 7.8238
H -3.2484 3.1730 7.2548
H -3.5252 1.7044 8.1730
H -5.2116 1.5496 6.6293
H -4.0183 0.4219 6.0575
H -4.8828 2.3009 3.1461
H -5.9060 1.3008 4.1571
H -4.2184 0.7559 3.7816
C 4.0162 8.6144 1.2032
O 2.7986 8.0613 0.6855
C 2.7110 6.6992 0.8759
C 1.3195 6.1016 0.4323
N 0.8908 4.7594 0.7909
C 0.7279 4.4768 2.2400
C -0.3680 5.3922 2.7521
O -1.5617 5.3611 1.9845
C -2.5441 6.2480 2.4833
H 4.8195 8.3035 0.5353
H 4.2174 8.3089 2.2300
H 3.9321 9.7007 1.1717
H 2.8252 6.4913 1.9397
H 3.5550 6.2160 0.3836
H 1.3893 6.1085 -0.6555
H 0.5203 6.8199 0.6155
H 0.0311 4.5477 0.3048
H 1.6208 4.6717 2.8341
H 0.4680 3.4342 2.4233
H 0.0012 6.4172 2.7203
H -0.6065 5.0663 3.7645
H -2.8628 5.8148 3.4314
H -3.3807 6.2420 1.7847
H -2.1658 7.2602 2.6264
C -4.9400 0.7035 0.1816
O -4.1091 -0.3208 0.8485
H -4.6523 0.8080 -0.8645
H -5.9572 0.3257 0.2849
H -4.7752 1.6623 0.6731
H -3.1992 -0.0172 0.8094
C -3.0395 4.0105 -0.4831
O -1.7344 3.6909 -0.0232
H -3.0681 4.8762 -1.1449
H -3.4247 3.1348 -1.0054
H -3.7283 4.3138 0.3054
H -1.6385 4.1247 0.8278
C -0.5267 0.3328 1.1293
O -1.6410 0.8259 0.4739
H -0.6361 0.0370 2.1726
H -0.1767 -0.5516 0.5969
H 0.2995 1.0380 1.0392
H -1.5241 1.7717 0.3583
```